[1]
Molecular formula: C47H38CoN2O4P2S2
Method: DFT, the ωB97M-V functional and the def2-TZVPD basis

Properties
spin multiplicity = 4
total energy = -5086.03578 Ha
<S²> = 3.85

Last column: Mulliken spin population.
Element x y z (Å)
Co  -0.47  -1.36  -0.81  2.076
O  2.66  -4.63  0.36  -0.001
S  2.15  -3.25  0.24  -0.004
C  3.62  -2.20  0.00  0.001
C  4.88  -2.68  0.28  0.002
C  5.99  -1.88  0.01  0.001
C  5.82  -0.63  -0.56  0.004
C  4.55  -0.17  -0.88  -0.009
C  3.43  -0.96  -0.62  0.065
P  1.74  -0.42  -1.10  -0.034
C  1.69  -0.70  -2.89  0.362
C  2.52  -1.56  -3.56  -0.145
C  2.17  -2.10  -4.81  0.422
C  0.88  -1.86  -5.36  -0.133
C  0.00  -1.04  -4.75  0.387
C  0.37  -0.25  -3.52  -0.045
C  1.88  1.38  -0.86  0.011
C  2.27  1.80  0.41  0.010
C  2.31  3.15  0.73  0.003
C  1.95  4.10  -0.22  0.001
C  1.58  3.69  -1.49  0.006
C  1.55  2.34  -1.82  0.026
C  1.77  -2.73  1.97  -0.006
C  2.69  -3.26  2.86  0.001
C  2.58  -3.06  4.23  0.001
C  1.52  -2.32  4.72  0.000
C  0.58  -1.81  3.84  -0.001
C  0.66  -2.00  2.45  0.021
P  -0.76  -1.30  1.49  -0.013
C  -1.14  0.23  2.45  0.020
C  -0.15  1.02  3.02  0.008
C  -0.46  2.22  3.64  -0.003
C  -1.78  2.66  3.69  0.003
C  -2.78  1.88  3.13  -0.003
C  -2.46  0.67  2.52  0.011
C  -2.21  -2.33  1.92  -0.003
C  -2.25  -3.25  2.96  0.002
C  -3.39  -4.03  3.16  0.000
C  -4.49  -3.90  2.33  0.001
C  -4.45  -2.99  1.28  0.009
C  -3.32  -2.22  1.07  0.010
H  5.00  -3.68  0.69  0.000
H  6.98  -2.25  0.24  0.000
H  6.68  -0.01  -0.76  0.000
H  4.42  0.80  -1.34  0.001
H  3.45  -1.86  -3.09  -0.007
H  2.85  -2.76  -5.32  0.016
H  0.59  -2.37  -6.27  -0.002
H  -0.98  -0.85  -5.17  0.003
H  0.47  0.79  -3.86  0.084
H  2.56  1.06  1.14  0.000
H  2.62  3.46  1.72  0.000
H  1.97  5.15  0.03  0.000
H  1.29  4.43  -2.23  0.000
H  1.27  2.05  -2.82  0.001
H  3.50  -3.87  2.47  0.000
H  3.32  -3.48  4.90  0.000
H  1.41  -2.15  5.78  0.000
H  -0.25  -1.25  4.24  0.000
H  0.88  0.68  3.02  0.002
H  0.33  2.82  4.09  0.000
H  -2.02  3.60  4.17  0.000
H  -3.81  2.21  3.17  0.000
H  -3.26  0.07  2.10  0.002
H  -1.40  -3.39  3.60  0.000
H  -3.40  -4.76  3.96  0.000
H  -5.36  -4.52  2.48  0.000
H  -5.30  -2.89  0.61  0.000
H  -3.28  -1.53  0.23  -0.016
N  -0.55  -3.05  -2.57  0.034
N  -1.36  -4.05  -2.00  0.009
C  -1.21  -4.28  -0.62  0.010
O  -1.67  -5.31  -0.14  0.006
O  -0.59  -3.32  -0.02  0.055
H  -1.02  -2.66  -3.37  -0.009
H  0.34  -3.42  -2.88  -0.010
H  -1.51  -4.88  -2.55  0.001
C  -2.73  8.15  -1.72  0.000
C  -2.45  6.67  -1.59  0.000
O  -1.48  6.13  -2.06  0.000
S  -3.72  5.80  -0.67  0.000
C  -3.12  4.14  -0.80  -0.006
C  -3.67  3.30  -1.77  0.003
C  -3.12  2.04  -1.97  -0.006
C  -2.03  1.62  -1.21  -0.011
C  -1.54  2.44  -0.20  -0.025
C  -2.08  3.70  0.00  0.006
C  -1.32  0.40  -1.56  -0.089
C  -0.64  -0.20  -2.42  -0.096
H  -1.84  8.71  -1.44  0.000
H  -3.58  8.45  -1.11  0.000
H  -2.94  8.37  -2.76  0.000
H  -4.50  3.64  -2.37  0.000
H  -3.52  1.38  -2.74  0.001
H  -0.71  2.10  0.42  -0.018
H  -1.69  4.35  0.77  0.000


[2]
Molecular formula: C30H36N11O4S5SeSiTb
Method: DFT, the ωB97M-V functional and the def2-TZVPD basis

Properties
net charge = -2
spin multiplicity = 7
total energy = -7574.55588 Ha
<S²> = 12.71

Last column: Mulliken spin population.
Element x y z (Å)
Tb  0.02  -0.09  0.26  3.943
N  -0.27  -2.65  0.34  0.007
N  0.28  -3.30  -0.78  0.004
C  -0.17  -4.56  -1.09  0.000
N  0.43  -5.13  -2.14  -0.001
S  -1.36  -5.26  -0.09  0.000
H  0.33  -2.81  1.24  0.002
H  -1.21  -2.98  0.52  -0.001
H  1.01  -2.77  -1.26  0.003
H  0.67  -4.59  -2.98  -0.006
H  0.28  -6.12  -2.26  0.001
S  -0.82  0.72  -2.52  0.005
C  -0.75  2.40  -2.17  0.005
C  -1.86  3.14  -2.51  0.003
C  -1.97  4.52  -2.35  0.000
C  -3.20  5.25  -2.51  0.000
N  -4.22  5.82  -2.58  0.001
C  -0.78  5.24  -1.85  0.000
C  0.28  4.44  -1.33  0.002
C  0.34  3.03  -1.49  -0.002
S  1.61  2.20  -0.77  -0.010
C  -0.78  6.66  -1.72  0.000
N  -0.75  7.82  -1.56  0.000
H  -2.74  2.58  -2.83  0.001
H  1.19  4.89  -0.83  0.000
O  3.94  -1.85  -0.24  0.060
C  2.96  -1.17  0.03  -0.034
O  1.81  -1.15  -0.56  0.012
C  3.09  -0.30  1.27  0.366
C  4.43  -0.08  1.70  -0.171
C  4.69  0.98  2.53  0.349
C  3.59  1.61  3.16  -0.066
C  3.80  2.79  3.94  0.103
C  2.73  3.48  4.51  -0.004
C  1.41  2.90  4.44  0.046
C  1.18  1.78  3.67  0.107
C  2.23  1.16  2.90  -0.026
N  2.01  0.29  1.85  0.231
H  5.22  -0.75  1.28  -0.011
H  5.73  1.39  2.69  0.037
H  4.83  3.02  4.19  -0.003
H  2.89  4.46  4.91  0.015
H  0.60  3.45  4.94  0.010
H  0.21  1.32  3.64  -0.002
N  -0.42  4.92  1.67  0.007
C  -1.78  4.60  2.08  0.003
C  -2.10  3.10  1.90  -0.001
O  -3.21  2.62  2.11  0.000
O  -1.09  2.37  1.29  0.030
H  0.22  4.83  2.43  -0.003
H  -0.27  5.83  1.23  -0.002
H  -0.39  3.03  1.00  -0.001
H  -2.51  5.14  1.46  0.000
H  -2.11  4.79  3.13  0.000
N  -5.33  -0.51  -0.32  0.000
C  -4.15  -0.71  0.28  0.000
N  -4.15  -0.43  1.61  0.001
S  -2.75  -1.27  -0.51  0.002
H  -6.17  -0.31  0.21  0.000
H  -5.34  -0.42  -1.34  0.000
H  -4.46  0.47  1.90  0.000
H  -3.27  -0.70  2.06  0.000
C  -0.26  -0.57  -6.42  0.033
Si  -0.10  -2.48  -6.07  -0.094
C  -1.64  -2.97  -4.98  0.006
C  -0.21  -3.34  -7.79  0.032
Se  1.78  -2.99  -4.94  1.018
H  -0.89  -0.46  -7.30  0.001
H  0.61  0.05  -6.65  -0.002
H  -0.75  -0.08  -5.55  -0.002
H  -1.59  -2.47  -3.99  0.001
H  -1.59  -4.10  -4.78  0.000
H  -2.57  -2.69  -5.49  0.000
H  0.73  -3.19  -8.28  0.000
H  -1.02  -3.01  -8.44  0.001
H  -0.29  -4.38  -7.58  0.003
C  2.68  -4.19  2.80  0.011
C  1.57  -3.66  3.54  -0.004
C  1.17  -4.21  4.78  0.000
C  0.03  -3.68  5.41  0.000
N  -0.65  -2.65  4.94  0.000
C  -0.23  -2.19  3.75  0.001
S  -1.17  -0.88  2.96  -0.005
N  0.80  -2.69  2.98  -0.005
H  3.36  -4.65  3.51  0.001
H  3.14  -3.48  2.15  -0.007
H  2.25  -4.97  2.16  0.000
H  1.68  -5.08  5.19  0.000
H  -0.48  -4.13  6.29  0.000


[3]
Molecular formula: C6H9N
Method: DFT, the ωB97M-V functional and the def2-TZVPD basis

Properties
ΔE to the lowest compared entry with this formula, charge and spin = 69.35 kcal per mole
total energy = -288.67152 Ha
structure (SMILES) = C=CC[C@@]1(C)C=N1

Last column: natural (NBO) charge in e.
Element x y z (Å)
C  2.31  1.02  0.13  -0.396
C  1.24  0.24  0.13  -0.176
C  0.16  0.34  -0.89  -0.455
C  -1.35  0.22  -0.15  0.055
C  -1.81  -1.19  0.05  -0.638
C  -1.80  1.33  0.66  0.054
N  -2.33  1.30  -0.49  -0.309
H  3.09  0.93  0.87  0.198
H  2.45  1.79  -0.62  0.189
H  1.12  -0.53  0.88  0.193
H  0.19  1.28  -1.42  0.216
H  0.20  -0.49  -1.59  0.214
H  -1.01  -1.80  0.47  0.214
H  -2.12  -1.63  -0.90  0.217
H  -2.66  -1.23  0.74  0.215
H  -1.78  1.87  1.57  0.209


[4]
Molecular formula: C13H29NO7
Method: DFT, the ωB97M-V functional and the def2-TZVPD basis

Properties
total energy = -1093.97175 Ha
structure (SMILES) = CCCOCCOC(=O)OC#N.CCO.CCO.CCO

Last column: natural (NBO) charge in e.
Element x y z (Å)
C  -3.55  -3.55  1.69  -0.618
C  -2.51  -4.02  0.56  -0.436
C  -1.07  -4.46  1.11  -0.088
O  -0.87  -4.28  2.53  -0.537
C  0.16  -3.34  2.84  -0.078
C  -0.57  -1.94  3.22  -0.122
O  0.31  -1.02  3.94  -0.471
C  0.09  0.31  3.55  0.969
O  1.08  1.08  3.52  -0.518
O  -1.18  0.85  3.16  -0.495
C  -1.15  1.09  1.75  0.536
N  -1.06  0.80  0.56  -0.360
H  -4.47  -3.06  1.20  0.214
H  -3.12  -2.82  2.45  0.201
H  -3.95  -4.47  2.25  0.212
H  -2.45  -3.16  -0.22  0.207
H  -3.01  -4.89  0.00  0.212
H  -0.99  -5.60  0.91  0.186
H  -0.28  -3.98  0.44  0.202
H  0.90  -3.13  2.00  0.197
H  0.79  -3.62  3.77  0.195
H  -1.45  -2.20  3.89  0.200
H  -0.98  -1.52  2.24  0.191
C  0.70  4.24  0.15  -0.634
C  -0.55  5.04  -0.15  -0.061
O  -1.52  4.21  -0.77  -0.723
H  1.12  3.81  -0.77  0.211
H  1.46  4.87  0.62  0.213
H  0.47  3.40  0.81  0.198
H  -0.32  5.86  -0.84  0.177
H  -0.98  5.47  0.76  0.156
H  -1.72  3.50  -0.15  0.463
C  0.88  3.51  -3.54  -0.640
C  0.51  2.48  -4.60  -0.059
O  0.83  1.17  -4.14  -0.725
H  1.95  3.45  -3.32  0.207
H  0.65  4.52  -3.88  0.212
H  0.35  3.31  -2.61  0.209
H  1.06  2.66  -5.52  0.175
H  -0.56  2.52  -4.82  0.159
H  0.33  1.02  -3.32  0.461
C  3.49  -0.47  -0.98  -0.633
C  2.51  -1.34  -1.74  -0.066
O  1.39  -1.66  -0.91  -0.735
H  3.84  -0.98  -0.08  0.210
H  4.35  -0.21  -1.60  0.214
H  3.00  0.46  -0.65  0.199
H  2.98  -2.27  -2.04  0.175
H  2.14  -0.83  -2.63  0.172
H  0.97  -0.83  -0.65  0.464


[5]
Molecular formula: C2H5NOS
Method: DFT, the ωB97M-V functional and the def2-TZVPD basis

Properties
ΔE to the lowest compared entry with this formula, charge and spin = 138.19 kcal per mole
total energy = -607.18659 Ha
structure (SMILES) = O/N=C\CS

Last column: natural (NBO) charge in e.
Element x y z (Å)
O  -0.69  1.41  -0.31  -0.664
N  -0.26  0.64  -1.39  -0.103
C  0.37  -0.19  -0.81  0.050
C  0.67  -0.26  0.69  -0.469
S  -0.52  -1.75  1.28  -0.140
H  -0.84  2.59  -0.24  0.497
H  0.84  -0.92  -1.47  0.199
H  1.79  -0.57  0.98  0.237
H  0.34  0.55  1.16  0.221
H  -1.71  -1.49  0.11  0.172